{
  "formula": "C12H22FNO6P",
  "method": "the ωB97M-V functional and the def2-TZVPD basis",
  "energy_ha": -1417.9636,
  "homo_energy_ev": -4.277,
  "total_charge": -1,
  "molar_mass_da": 326.3,
  "smiles": "CCOP(=O)(CC[C@](NCC=O)(C(=O)[O-])[C@@H](C)F)OCC",
  "species": ["C", "C", "O", "P", "O", "C", "C", "C", "N", "C", "C", "O", "C", "O", "O", "C", "C", "F", "O", "C", "C", "H", "H", "H", "H", "H", "H", "H", "H", "H", "H", "H", "H", "H", "H", "H", "H", "H", "H", "H", "H", "H", "H"],
  "positions_angstrom": [[5.05842, -1.42122, 0.51214], [3.77655, -2.20115, -0.01325], [2.96519, -1.41379, -0.90514], [1.97215, -0.35145, -0.07421], [2.26727, -0.40571, 1.39798], [0.18337, -0.79152, -0.28616], [-0.65874, 0.22406, -1.15689], [-2.21504, 0.06847, -0.86597], [-2.47940, -1.38438, -0.93409], [-3.87489, -1.71277, -0.64829], [-4.14384, -2.21368, 0.80573], [-3.34487, -2.75608, 1.52721], [-2.93416, 0.89546, -2.00486], [-3.71110, 0.40099, -2.84111], [-2.64174, 2.16071, -2.07876], [-2.64660, 0.67874, 0.51157], [-1.83429, 1.93159, 0.95278], [-4.01673, 1.06888, 0.53149], [2.28793, 1.14883, -0.72980], [2.97894, 2.01270, 0.19434], [1.93123, 2.68902, 1.16310], [4.83923, -1.06184, 1.54836], [5.93980, -2.10016, 0.45685], [5.19965, -0.50593, -0.11684], [3.20174, -2.67792, 0.81484], [4.18111, -3.04741, -0.63247], [-0.26688, -0.99769, 0.71952], [0.13823, -1.77950, -0.82082], [-0.31642, 1.27908, -1.11333], [-0.53907, -0.09350, -2.23116], [-2.16140, -1.75750, -1.82383], [-4.60568, -0.89551, -0.86282], [-4.15658, -2.56419, -1.33348], [-5.18743, -2.02090, 1.21344], [-2.45464, -0.11201, 1.29100], [-2.42864, 2.43108, 1.76822], [-1.69960, 2.69356, 0.15067], [-0.83161, 1.69307, 1.38062], [3.45860, 2.85790, -0.36707], [3.80755, 1.50912, 0.75328], [2.41361, 3.36649, 1.90848], [1.20262, 3.22177, 0.49751], [1.34617, 1.93436, 1.74118]],
  "forces_ev_per_angstrom": [[-1.33, 0.08, 0.12], [1.84, -0.96, -0.20], [-1.25, 1.14, 1.17], [0.12, 0.01, 1.45], [0.12, 0.11, -1.41], [-0.05, -0.19, -1.35], [-0.42, -0.60, -0.20], [0.42, 0.60, -0.79], [-0.64, 0.63, 0.89], [-0.47, -0.82, -0.28], [0.03, 0.37, -0.25], [-0.12, 0.13, -0.28], [-0.16, 3.78, -1.71], [0.22, -1.77, 0.85], [0.45, -2.27, 1.37], [1.50, 0.21, 0.43], [-0.37, 0.61, 0.36], [0.89, -0.78, -0.07], [0.05, -1.79, 0.76], [0.05, 1.61, 1.17], [-0.07, -0.54, -0.49], [0.46, -0.37, -0.79], [-0.54, 0.69, 0.18], [0.09, -0.90, 0.35], [0.27, 0.73, -0.59], [-0.65, 0.77, 0.27], [0.76, 0.51, -0.74], [0.19, 0.83, 0.60], [-0.40, -0.79, 0.20], [-0.05, 0.43, 0.90], [-0.45, 0.30, 0.10], [0.66, -0.46, 0.03], [-0.02, 0.68, 0.75], [0.53, -0.13, -0.56], [-0.74, 0.63, -0.57], [0.56, -0.54, -0.63], [-0.30, -0.83, 0.30], [-0.78, -0.15, -0.36], [-0.50, -0.99, -0.01], [-0.89, 0.09, -0.46], [-0.29, -0.33, -0.79], [0.64, -0.15, 0.77], [0.67, 0.43, -0.50]],
  "mulliken_charge": [-0.877, -0.248, -0.387, 0.994, -0.740, -0.796, -1.648, 1.172, -0.274, -0.625, 0.014, -0.492, 0.084, -0.738, -0.749, 0.192, -1.322, -0.420, -0.420, -0.327, -0.837, 0.230, 0.358, 0.197, 0.257, 0.350, 0.436, 0.489, 0.513, 0.556, 0.346, 0.307, 0.477, 0.323, 0.368, 0.482, 0.247, 0.091, 0.377, 0.228, 0.429, 0.212, 0.172]
}

***

{
  "formula": "C12H22HfN3O9",
  "method": "the ωB97M-V functional and the def2-TZVPD basis",
  "energy_ha": -1358.1436,
  "homo_energy_ev": -17.386,
  "total_charge": 3,
  "molar_mass_da": 530.8,
  "species": ["Hf", "N", "O", "O", "O", "C", "N", "O", "O", "H", "H", "H", "C", "N", "O", "O", "H", "H", "H", "C", "O", "C", "C", "O", "C", "H", "H", "H", "H", "H", "H", "H", "H", "H", "H", "C", "C", "C", "C", "C", "C", "H", "H", "H", "H", "H", "H"],
  "positions_angstrom": [[-20.70967, -25.89512, -30.46254], [-23.66586, -25.79745, -30.27208], [-24.83048, -25.66338, -30.10570], [-22.78374, -24.86570, -30.04396], [-23.05135, -26.83771, -30.67576], [-27.61505, -27.56469, -29.38827], [-28.97819, -27.83203, -29.93977], [-29.44544, -27.07658, -30.72984], [-29.54923, -28.77688, -29.43715], [-27.76387, -26.53435, -29.05492], [-26.92052, -27.51998, -30.22500], [-27.30380, -28.16294, -28.54344], [-26.91442, -24.26599, -32.45608], [-26.64141, -24.78792, -33.81501], [-25.68505, -25.51760, -34.01116], [-27.29638, -24.34665, -34.72308], [-26.45323, -24.94274, -31.74248], [-27.96258, -24.13505, -32.20536], [-26.42077, -23.29728, -32.48811], [-23.36371, -22.02863, -32.02239], [-22.21525, -22.79889, -31.70812], [-21.08785, -21.97581, -31.57462], [-19.94899, -22.80397, -31.04001], [-20.33465, -23.62176, -29.86934], [-20.19257, -22.80421, -28.67418], [-24.19698, -22.66423, -32.31009], [-23.20254, -21.34409, -32.85892], [-23.68685, -21.43450, -31.16378], [-21.22235, -21.08413, -30.95212], [-20.82842, -21.61953, -32.58016], [-19.07918, -22.19786, -30.77231], [-19.44979, -23.39939, -31.81993], [-20.57773, -23.38779, -27.83962], [-20.85009, -21.93326, -28.70538], [-19.19047, -22.42132, -28.49480], [-24.60933, -29.65404, -29.79554], [-24.10582, -29.91714, -28.53950], [-24.45428, -31.14895, -27.89755], [-25.40105, -32.01898, -28.41068], [-25.96502, -31.72216, -29.63825], [-25.53880, -30.52138, -30.36620], [-24.42441, -28.69513, -30.25813], [-23.34312, -29.28517, -28.10438], [-23.89265, -31.50075, -27.03717], [-25.71285, -32.87618, -27.82993], [-26.63302, -32.45013, -30.08331], [-26.09090, -30.34453, -31.28206]],
  "forces_ev_per_angstrom": [[-4.61, 3.62, 0.83], [1.12, 1.00, 0.35], [1.18, -0.45, -0.28], [1.18, -0.05, 0.26], [1.07, -1.38, -0.39], [-0.06, 1.79, -0.56], [0.11, -1.27, 1.54], [0.06, 0.77, -0.96], [-0.17, -0.51, -0.10], [0.42, -0.01, 0.19], [0.01, -0.22, 0.05], [-0.38, -0.50, -0.16], [0.44, -0.09, 0.43], [-0.40, 0.46, -1.00], [0.36, -0.44, 0.84], [-0.46, 0.03, 0.11], [0.10, 0.13, -0.07], [-0.14, -0.11, -0.61], [-0.06, 0.06, 0.34], [-0.71, 0.53, -0.17], [0.02, -0.05, 0.30], [0.18, -0.09, -0.47], [0.98, 0.17, -0.74], [0.88, -1.41, -1.32], [-1.06, 0.17, 1.50], [0.25, -0.38, 0.08], [0.26, -0.07, -0.02], [0.13, -0.01, 0.09], [-0.44, -0.14, 0.12], [0.42, 0.19, 0.18], [-0.32, 0.25, 0.46], [-0.72, -0.79, 0.05], [0.37, -0.15, 0.02], [-0.11, -0.15, -0.58], [0.27, -0.58, -0.33], [-0.52, 0.56, 0.02], [0.38, 0.01, -1.11], [0.24, -1.15, 0.53], [-0.76, 0.51, -0.10], [0.80, -0.55, 0.44], [-0.61, -0.46, 0.63], [0.29, -0.19, -0.23], [-0.28, 0.17, 0.23], [-0.02, 0.34, 0.13], [0.13, -0.18, -0.18], [-0.16, 0.26, -0.21], [0.34, 0.36, -0.15]],
  "mulliken_charge": [1.388, 1.545, -0.443, -0.594, -0.835, -0.648, 0.946, -0.498, -0.496, 0.377, 0.123, 0.328, -0.250, 0.931, -0.524, -0.456, -0.059, 0.324, 0.205, -0.585, -0.164, -0.585, -0.577, -0.085, -0.833, -0.081, 0.386, 0.382, 0.427, 0.411, 0.374, 0.441, 0.316, 0.334, 0.350, -0.261, -0.050, -0.293, -0.440, -0.249, -0.200, 0.410, 0.430, 0.403, 0.461, 0.447, 0.470]
}

***

{
  "formula": "C12H22N2O4",
  "method": "the ωB97M-V functional and the def2-TZVPD basis",
  "energy_ha": -880.4445,
  "homo_energy_ev": -8.959,
  "e_above_lowest_kcal_mol": 353.7,
  "molar_mass_da": 258.3,
  "species": ["C", "C", "C", "C", "C", "C", "H", "H", "C", "C", "O", "N", "H", "N", "C", "O", "C", "H", "H", "C", "C", "O", "O", "H", "H", "H", "H", "H", "H", "H", "H", "H", "H", "H", "H", "H", "H", "H", "H", "H"],
  "positions_angstrom": [[-5.81431, 0.67428, 1.00453], [-4.76318, 1.25611, -0.11994], [-4.25516, 0.32807, -1.15854], [-3.52930, -0.93587, -0.56718], [-2.24990, -0.61594, -0.06033], [-1.47376, -1.70956, 0.58674], [-1.28655, -2.37738, -0.16249], [-1.99201, -2.20126, 1.13958], [-0.14985, -1.14305, 1.05815], [0.87119, -0.63892, 0.09903], [0.79406, -0.70744, -1.04648], [1.55959, 0.47045, 0.47711], [1.89900, 0.34367, 1.44517], [2.70381, 0.91239, -0.22608], [3.81602, 1.29445, 0.13664], [3.85765, 1.54414, 1.57120], [4.96992, 1.36018, -0.70270], [4.53436, 2.08124, -1.49981], [5.85133, 2.15404, -0.31534], [5.40932, 0.21691, -1.17068], [5.59668, -0.76408, -0.20226], [4.66384, -1.34068, 0.53813], [6.88784, -0.60577, 0.40245], [6.92746, -1.22414, 1.31090], [6.38092, 0.47641, -2.05552], [4.78827, -0.25551, -1.96836], [2.61362, 0.21604, -1.18430], [-0.23191, -0.27096, 1.90875], [0.33719, -2.06354, 1.70529], [-2.44971, 0.15614, 1.02793], [-1.70422, 0.26438, -0.68443], [-4.20657, -1.47140, 0.07352], [-3.31933, -1.56392, -1.32522], [-3.83227, 0.62741, -1.90278], [-5.31065, -0.25943, -1.64172], [-5.39922, 2.25568, -0.62646], [-4.04211, 1.73813, 0.21655], [-6.69291, 0.18250, 0.69684], [-6.29245, 1.50520, 1.56616], [-5.46673, 0.09103, 1.65591]],
  "forces_ev_per_angstrom": [[-1.21, 6.36, -4.98], [-9.70, -0.90, -3.02], [-8.96, -8.11, 7.00], [-2.69, 2.52, -0.34], [1.75, 6.44, 5.07], [6.58, 7.61, -7.24], [1.12, -2.08, -2.37], [-5.86, -5.19, 7.71], [1.54, -1.77, 6.01], [-1.66, 2.54, 2.34], [-0.45, -3.25, -7.75], [3.60, 1.88, 5.96], [-0.16, 0.89, -0.07], [-6.67, -6.32, -8.27], [2.47, 2.50, 13.30], [0.41, -0.70, -6.85], [-0.97, 12.63, 1.12], [0.95, -1.29, 0.34], [-2.49, -2.52, -0.11], [4.52, -5.82, -10.95], [-0.30, -3.66, 10.09], [4.55, 2.28, -4.93], [-1.83, -3.19, 1.64], [-0.56, 2.37, -3.56], [-2.21, -1.16, 3.27], [-0.40, 0.34, 0.65], [0.39, 2.85, 2.61], [-0.21, -2.12, -2.09], [-0.67, 2.26, -1.45], [0.34, -1.76, -2.82], [-0.76, -2.75, 1.02], [-0.10, -0.14, 0.74], [0.12, -2.40, -3.18], [5.17, 4.14, -8.26], [2.74, 1.81, 1.02], [1.56, -3.00, 0.96], [6.51, 4.11, 4.15], [-0.87, -0.74, -1.65], [0.78, -0.01, -0.30], [3.65, -4.65, 5.23]],
  "mulliken_charge": [-1.448, -0.735, -1.206, -0.945, 0.051, -1.902, 0.520, 1.101, -0.502, 0.648, -0.642, -0.396, 0.282, 0.053, 0.341, -0.762, -0.521, 0.302, 0.258, -0.516, 0.620, -0.559, -0.497, 0.396, 0.294, 0.378, 0.337, 0.324, 0.289, 0.062, 0.161, 0.426, 0.498, 0.933, 0.214, 0.227, 0.609, 0.412, 0.368, 0.529]
}

***

> Number 2 is which compound?

C12H22HfN3O9